No. 1
Below is C31H48MoO3P2 as an isolated structure in a non-equilibrium geometry, with properties calculated with ωB97M-V with the def2-TZVPD basis set.

Total charge: +2
Multiplicity: 3
Expectation value of S²: 2.057
LUMO (alpha / beta) (eV): -8.9961 / -8.5266
ΔE to the lowest compared entry with this formula, charge and spin (eV): 0.084

Cartesian coordinates (Å):
1 Mo -0.73 -0.98 -0.42
2 C -2.28 0.63 -0.46
3 C -2.60 -0.34 0.55
4 C -0.55 0.60 1.11
5 C -1.01 1.21 -0.12
6 C -1.55 -0.34 1.54
7 C -3.11 1.04 -1.63
8 H -3.75 0.21 -1.96
9 H -2.49 1.36 -2.47
10 H -3.77 1.88 -1.37
11 C -0.32 2.34 -0.80
12 H -0.87 2.65 -1.70
13 H 0.71 2.07 -1.08
14 H -0.25 3.20 -0.12
15 C 0.67 1.04 1.84
16 H 0.47 1.99 2.36
17 H 1.49 1.22 1.13
18 H 0.99 0.31 2.58
19 C -1.54 -1.14 2.80
20 H -2.12 -0.63 3.58
21 H -0.53 -1.28 3.18
22 H -2.01 -2.12 2.64
23 C -3.81 -1.21 0.57
24 H -4.63 -0.76 1.13
25 H -3.58 -2.17 1.04
26 H -4.16 -1.39 -0.45
27 C 0.60 -3.72 -4.78
28 C -0.74 -3.80 -4.92
29 C -1.58 -5.02 -4.72
30 C -1.19 -5.89 -3.51
31 C -0.60 -5.18 -2.33
32 C 0.73 -5.18 -2.10
33 C 1.78 -5.42 -3.13
34 C 1.54 -4.86 -4.57
35 H -1.58 -5.64 -5.63
36 H -0.50 -6.68 -3.86
37 H -2.62 -4.69 -4.59
38 H 1.29 -5.71 -5.22
39 H 1.09 -2.77 -5.02
40 H -1.28 -2.95 -5.37
41 H 2.53 -4.51 -4.93
42 H 2.72 -4.99 -2.76
43 H 1.14 -5.22 -1.08
44 H 1.99 -6.50 -3.22
45 H -2.10 -6.41 -3.18
46 H -1.32 -4.81 -1.60
47 P 0.42 -0.69 -2.46
48 P 1.18 -2.29 0.46
49 C 1.54 -2.17 -2.37
50 C 2.26 -2.38 -1.03
51 H 2.27 -2.09 -3.19
52 H 0.90 -3.03 -2.59
53 H 2.75 -3.36 -1.02
54 H 3.04 -1.59 -0.91
55 C 2.31 -1.92 1.82
56 H 1.73 -1.61 2.70
57 H 3.00 -1.12 1.53
58 H 2.88 -2.83 2.07
59 C 0.53 -3.92 0.92
60 H 1.38 -4.59 1.12
61 H -0.08 -4.32 0.10
62 H -0.10 -3.84 1.81
63 C 0.98 0.31 -3.83
64 H 0.13 0.89 -4.22
65 H 1.39 -0.34 -4.62
66 H 1.76 0.99 -3.46
67 C -1.24 -1.37 -2.92
68 H -1.92 -1.66 -2.07
69 H -1.07 -2.27 -3.49
70 H -1.79 -0.64 -3.53
71 O 4.14 1.16 2.04
72 C 4.62 2.19 1.29
73 C 5.41 3.23 1.83
74 C 5.79 4.28 0.99
75 C 5.37 4.32 -0.35
76 C 4.58 3.29 -0.87
77 C 4.26 2.19 -0.06
78 C 3.55 0.98 -0.62
79 O 2.58 1.22 -1.38
80 O 4.03 -0.14 -0.29
81 H 4.42 1.28 2.96
82 H 5.71 3.19 2.88
83 H 6.42 5.08 1.38
84 H 5.67 5.15 -1.00
85 H 4.21 3.29 -1.89

---

No. 2
Below is C27H39GeNO8RuS as an isolated structure, with properties calculated with ωB97M-V with the def2-TZVPD basis set.

Total charge: +1
Multiplicity: 6
Expectation value of S²: 8.760
LUMO (alpha / beta) (eV): -2.7371 / -4.9776
ΔE to the lowest compared entry with this formula, charge and spin (eV): 0.466

Cartesian coordinates (Å):
1 Ru 1.11 -0.12 0.57
2 O -1.91 1.96 2.96
3 C -1.09 1.14 2.34
4 O -0.27 1.52 1.52
5 C -1.25 -0.28 2.81
6 O -0.66 -1.22 1.93
7 C -1.57 -1.89 1.05
8 C -2.14 -0.98 -0.02
9 O -3.30 -1.05 -0.35
10 O -1.26 -0.10 -0.52
11 H -1.73 2.87 2.70
12 H -2.30 -0.50 2.99
13 H -0.71 -0.35 3.76
14 H -2.40 -2.32 1.61
15 H -0.99 -2.67 0.58
16 O 0.95 -2.01 -0.47
17 N 0.81 -1.95 -1.80
18 C 0.33 -3.07 -2.41
19 C 0.16 -3.11 -3.76
20 C 0.49 -1.98 -4.52
21 C 0.97 -0.87 -3.88
22 C 1.14 -0.85 -2.49
23 S 1.82 0.51 -1.68
24 H 0.12 -3.89 -1.74
25 H -0.22 -4.01 -4.21
26 H 0.37 -1.99 -5.59
27 H 1.25 0.02 -4.43
28 C 4.68 -5.80 4.55
29 C 4.19 -4.50 3.98
30 C 3.47 -3.60 4.75
31 C 3.00 -2.40 4.24
32 C 2.23 -1.51 5.19
33 C 3.28 -2.09 2.89
34 C 4.03 -2.97 2.09
35 C 4.38 -2.74 0.64
36 C 4.46 -4.16 2.66
37 C 2.75 -0.84 2.29
38 O 1.70 -0.27 2.75
39 O 3.23 -0.36 1.21
40 H 4.33 -5.95 5.57
41 H 5.77 -5.84 4.56
42 H 4.33 -6.64 3.95
43 H 3.26 -3.84 5.79
44 H 2.43 -1.82 6.21
45 H 1.15 -1.60 5.01
46 H 2.48 -0.46 5.08
47 H 4.99 -1.85 0.50
48 H 3.48 -2.59 0.03
49 H 4.91 -3.60 0.25
50 H 5.03 -4.85 2.05
51 C -3.12 5.96 -1.27
52 C -2.34 4.74 -0.81
53 C -1.49 4.14 -1.92
54 C -0.85 2.79 -1.57
55 Ge -2.18 1.39 -1.38
56 C -2.84 0.66 -3.05
57 C -3.69 1.67 -3.84
58 C -4.87 2.24 -3.05
59 C -5.77 3.13 -3.90
60 H -3.73 6.38 -0.46
61 H -3.80 5.70 -2.09
62 H -2.45 6.75 -1.62
63 H -3.04 3.99 -0.43
64 H -1.69 5.02 0.03
65 H -0.68 4.84 -2.17
66 H -2.10 4.05 -2.83
67 H -0.27 2.85 -0.65
68 H -0.17 2.47 -2.36
69 H -3.19 1.64 -0.26
70 H -3.41 -0.23 -2.79
71 H -1.97 0.36 -3.64
72 H -4.07 1.18 -4.74
73 H -3.07 2.51 -4.18
74 H -4.50 2.82 -2.20
75 H -5.45 1.41 -2.63
76 H -5.21 3.98 -4.30
77 H -6.61 3.52 -3.33
78 H -6.17 2.57 -4.75

---

No. 3
Below is a 4-piece molecular cluster, C10H26NO4 overall, with properties calculated with ωB97M-V with the def2-TZVPD basis set.

Total charge: +1
Multiplicity: 1
LUMO (eV): -3.9337

Cartesian coordinates (Å):
1 C -0.81 -0.92 -2.37
2 C 0.67 -1.17 -2.21
3 O 1.45 -1.06 -3.43
4 C 1.40 0.14 -4.09
5 N 1.98 1.25 -3.28
6 C 3.00 1.15 -2.54
7 C 3.43 2.44 -1.97
8 C 2.25 3.39 -2.28
9 C 1.38 2.60 -3.28
10 H -1.32 -1.79 -2.79
11 H -1.05 -0.04 -2.96
12 H -1.23 -0.77 -1.37
13 H 0.84 -2.20 -1.90
14 H 1.11 -0.54 -1.43
15 H 0.40 0.46 -4.38
16 H 2.02 0.04 -4.99
17 H 3.48 0.18 -2.40
18 H 3.79 2.41 -0.94
19 H 4.31 2.73 -2.56
20 H 2.63 4.30 -2.72
21 H 1.67 3.60 -1.39
22 H 0.35 2.49 -2.92
23 H 1.33 3.01 -4.28
24 C -1.37 -1.80 1.95
25 O -1.93 -2.01 0.65
26 H -0.29 -1.95 1.87
27 H -1.56 -0.79 2.31
28 H -1.77 -2.52 2.66
29 H -2.88 -1.91 0.74
30 C 0.62 0.95 3.79
31 O -0.22 -0.05 4.33
32 H 0.71 0.74 2.73
33 H 0.19 1.95 3.91
34 H 1.62 0.94 4.23
35 H -0.32 0.11 5.28
36 C -4.05 -2.55 4.93
37 O -4.60 -2.73 3.63
38 H -2.97 -2.70 4.85
39 H -4.24 -1.54 5.30
40 H -4.45 -3.28 5.64
41 H -5.55 -2.59 3.70

---

No. 4
Below is one molecule with the formula C19H23N3O4, with properties calculated with ωB97M-V with the def2-TZVPD basis set.

Multiplicity: 1
LUMO (eV): 0.5310
ΔE to the lowest compared entry with this formula, charge and spin (eV): 2.719

Cartesian coordinates (Å):
1 C -6.12 -2.23 -0.36
2 O -5.37 -2.05 0.81
3 C -4.24 -1.23 0.67
4 C -3.09 -1.87 -0.13
5 N -1.91 -1.03 -0.10
6 C -0.79 -1.38 0.58
7 O -0.65 -2.47 1.10
8 C 0.23 -0.29 0.60
9 C -0.15 0.99 0.86
10 N 0.72 2.03 0.90
11 C 0.18 3.36 1.11
12 C -0.46 3.91 -0.17
13 O -1.62 3.17 -0.46
14 C -2.25 3.59 -1.64
15 C 2.08 1.93 0.66
16 O 2.79 2.93 0.67
17 C 2.50 0.57 0.42
18 C 1.62 -0.52 0.39
19 C 2.42 -1.67 0.10
20 C 2.15 -3.03 -0.06
21 C 3.19 -3.88 -0.34
22 C 4.50 -3.40 -0.47
23 C 4.80 -2.07 -0.32
24 C 3.75 -1.20 -0.03
25 N 3.78 0.15 0.17
26 C 4.96 0.96 0.13
27 H -7.03 -2.74 -0.06
28 H -6.37 -1.27 -0.82
29 H -5.60 -2.85 -1.10
30 H -3.89 -1.04 1.69
31 H -4.52 -0.27 0.21
32 H -2.82 -2.82 0.31
33 H -3.40 -2.02 -1.17
34 H -1.98 -0.11 -0.50
35 H -1.18 1.25 1.07
36 H -0.57 3.33 1.91
37 H 1.02 4.01 1.40
38 H 0.26 3.83 -1.00
39 H -0.71 4.97 -0.02
40 H -2.55 4.64 -1.58
41 H -1.59 3.46 -2.51
42 H -3.14 2.97 -1.76
43 H 1.14 -3.40 0.07
44 H 3.00 -4.93 -0.46
45 H 5.29 -4.10 -0.70
46 H 5.81 -1.71 -0.41
47 H 4.68 2.00 0.30
48 H 5.44 0.88 -0.85
49 H 5.67 0.65 0.90